[1]
Computed, not measured: a 8-piece molecular cluster, C20H54N2O8 overall in a non-equilibrium geometry, with ωB97M-V/def2-TZVPD.

Each atom is followed by the atoms it is bonded to, with distances in Å.
Element x y z (Å)
1 C 0.5137 1.6406 -1.3993  O2 1.408, H3 1.090, H4 1.090, H5 1.090
2 O 1.8624 1.6922 -1.7999  C1 1.408, H6 0.960
3 H -0.1323 2.0276 -2.1874  C1 1.090
4 H 0.1136 0.6615 -1.1359  C1 1.090
5 H 0.3718 2.2575 -0.5120  C1 1.090
6 H 2.0279 2.6316 -1.9088  O2 0.960
7 C -0.0912 -3.9106 -0.4990  O8 1.436, H9 1.090, H10 1.090, H11 1.090
8 O -0.6975 -5.2093 -0.4135  C7 1.436, H12 0.960
9 H 0.5833 -4.0479 -1.3442  C7 1.090
10 H -0.9133 -3.2352 -0.7356  C7 1.090
11 H 0.4172 -3.4274 0.3354  C7 1.090
12 H -0.5757 -5.6676 -1.2482  O8 0.960
13 O 3.7711 -2.8385 1.5573  H14 0.957, H15 0.957
14 H 4.1789 -3.4779 0.9732  O13 0.957
15 H 3.0546 -2.4664 1.0430  O13 0.957
16 O 1.9322 -1.2818 0.2135  H17 0.957, H18 0.957
17 H 2.5880 -0.5906 0.3043  O16 0.957
18 H 1.6111 -1.1917 -0.6838  O16 0.957
19 O 2.4803 -2.6076 -2.7115  H20 0.957, H21 0.957
20 H 2.7976 -2.7072 -3.6091  O19 0.957
21 H 2.9406 -1.8373 -2.3783  O19 0.957
22 O 3.3958 0.9516 0.5478  H23 0.957, H24 0.957
23 H 3.0597 1.1112 -0.3341  O22 0.957
24 H 4.3473 0.9423 0.4440  O22 0.957
25 C -1.0587 -0.9756 -3.3834  C26 1.559, H36 1.090, H37 1.090, H38 1.090
26 C -1.4929 -2.0712 -4.4043  C25 1.559, C27 1.569, N31 1.548, C35 1.581
27 C -2.1145 -3.2897 -3.6358  C26 1.569, C28 1.516, H39 1.090, H40 1.090
28 C -3.4102 -3.0282 -2.8928  C27 1.516, C29 1.570, H41 1.090, H42 1.090
29 C -4.4474 -2.4955 -3.9440  C28 1.570, C30 1.571, H43 1.090, H44 1.090
30 C -3.9675 -1.2466 -4.7680  C29 1.571, N31 1.508, C33 1.564, C34 1.527
31 N -2.5916 -1.4975 -5.3315  C26 1.548, C30 1.508, O32 1.357
32 O -2.1953 -0.5588 -6.2283  N31 1.357, H54 0.960
33 C -4.8253 -1.1950 -6.0749  C30 1.564, H45 1.090, H46 1.090, H47 1.090
34 C -4.2607 0.0335 -3.9899  C30 1.527, H48 1.090, H49 1.090, H50 1.090
35 C -0.3841 -2.6333 -5.3809  C26 1.581, H51 1.090, H52 1.090, H53 1.090
36 H -1.9075 -0.6492 -2.7825  C25 1.090
37 H -0.6429 -0.1435 -3.9515  C25 1.090
38 H -0.3152 -1.4283 -2.7274  C25 1.090
39 H -2.2617 -4.1771 -4.2514  C27 1.090
40 H -1.4786 -3.5068 -2.7776  C27 1.090
41 H -3.2553 -2.3108 -2.0869  C28 1.090
42 H -3.7370 -3.9576 -2.4265  C28 1.090
43 H -5.4021 -2.2579 -3.4747  C29 1.090
44 H -4.7061 -3.3271 -4.5994  C29 1.090
45 H -4.5409 -0.5160 -6.8788  C33 1.090
46 H -4.8186 -2.2201 -6.4454  C33 1.090
47 H -5.8453 -0.8735 -5.8644  C33 1.090
48 H -3.6083 0.8441 -4.3146  C34 1.090
49 H -5.2160 0.4846 -4.2582  C34 1.090
50 H -4.1814 -0.1398 -2.9166  C34 1.090
51 H 0.1227 -1.8126 -5.8888  C35 1.090
52 H -0.9451 -3.3025 -6.0333  C35 1.090
53 H 0.3429 -3.2222 -4.8217  C35 1.090
54 H -2.8473 -0.7495 -6.9066  O32 0.960
55 C -0.0594 2.4228 3.6603  C56 1.512, H66 1.090, H67 1.090, H68 1.090
56 C 1.1915 1.7591 4.1896  C55 1.512, C57 1.549, N61 1.519, C65 1.616
57 C 2.4428 2.3455 3.4894  C56 1.549, C58 1.562, H69 1.090, H70 1.090
58 C 2.8239 3.8239 3.8176  C57 1.562, C59 1.530, H71 1.090, H72 1.090
59 C 3.0461 4.1406 5.2974  C58 1.530, C60 1.595, H73 1.090, H74 1.090
60 C 1.8579 3.5051 6.1505  C59 1.595, N61 1.569, C63 1.567, C64 1.559
61 N 1.4347 2.0779 5.6545  C56 1.519, C60 1.569, O62 1.420
62 O 0.3568 1.5079 6.3825  N61 1.420, H84 0.960
63 C 2.3516 3.3977 7.6339  C60 1.567, H75 1.090, H76 1.090, H77 1.090
64 C 0.6000 4.4130 5.9927  C60 1.559, H78 1.090, H79 1.090, H80 1.090
65 C 1.0880 0.1653 3.9454  C56 1.616, H81 1.090, H82 1.090, H83 1.090
66 H 0.0068 3.5103 3.6266  C55 1.090
67 H -1.0061 2.2603 4.1757  C55 1.090
68 H -0.2067 2.0667 2.6407  C55 1.090
69 H 3.2551 1.6789 3.7791  C57 1.090
70 H 2.2119 2.1560 2.4411  C57 1.090
71 H 2.0366 4.4944 3.4729  C58 1.090
72 H 3.7226 4.0405 3.2401  C58 1.090
73 H 3.1861 5.2180 5.3861  C59 1.090
74 H 3.9612 3.5791 5.4857  C59 1.090
75 H 3.2696 2.8100 7.6276  C63 1.090
76 H 2.5417 4.3230 8.1778  C63 1.090
77 H 1.5984 2.8534 8.2036  C63 1.090
78 H 0.5455 5.0715 6.8596  C64 1.090
79 H 0.8558 5.1811 5.2629  C64 1.090
80 H -0.3700 3.9260 5.8934  C64 1.090
81 H 1.1979 -0.0911 2.8917  C65 1.090
82 H 0.0574 -0.1166 4.1613  C65 1.090
83 H 1.7255 -0.3738 4.6462  C65 1.090
84 H 0.6312 0.6586 6.7361  O62 0.960

Properties
HOMO-LUMO gap: 0.28990 hartree
Total charge: 0
SMILES: CC1(C)CCCC(C)(C)N1O.CC1(C)CCCC(C)(C)N1O.CO.CO.O.O.O.O
Total energy: -40970.790 eV
Spin multiplicity: 1
Energy above the lowest of the compared OMol25 structures with the same formula, charge and spin: 237.7 kJ/mol
Highest occupied orbital energy: -7.85 eV

[2]
Computed, not measured: a 5-piece molecular cluster, C20H54NO8P2S4 overall in a non-equilibrium geometry, with ωB97M-V/def2-TZVPD.

Each atom is followed by the atoms it is bonded to, with distances in Å.
Element x y z (Å)
1 C 6.0015 2.6179 -1.4500  C2 1.544, H20 1.085, H21 1.090, H22 1.087
2 C 4.5783 3.1197 -1.1239  C1 1.544, C3 1.550, H23 1.087, H24 1.089
3 C 3.4918 2.7735 -2.1737  C2 1.550, N4 1.448, H25 1.089, H26 1.099
4 N 2.2933 2.1717 -1.6287  C3 1.448, P5 1.783, H27 1.009
5 P 1.7199 0.5587 -2.1289  N4 1.783, P6 2.322, O9 1.765, O19 1.736, H28 1.436, H29 1.454
6 P 3.1806 -0.7057 -0.8403  P5 2.322, C7 1.866, C8 1.856
7 C 3.5706 0.1842 0.7533  P6 1.866, H30 1.089, H31 1.087, H32 1.093
8 C 4.7622 -0.6783 -1.8113  P6 1.856, H33 1.087, H34 1.092, H35 1.089
9 O 1.0312 -1.0067 -2.5655  P5 1.765, C10 1.408
10 C -0.1971 -1.2535 -1.9219  O9 1.408, C11 1.525, H36 1.095, H37 1.094
11 C -0.6149 0.0632 -1.2767  C10 1.525, C12 1.515, O19 1.394, H38 1.098
12 C -1.5880 -0.0574 -0.1221  C11 1.515, O13 1.433, H39 1.093, H40 1.093
13 O -2.9398 0.1169 -0.5644  C12 1.433, C14 1.402
14 C -3.6962 0.8795 0.3371  O13 1.402, C15 1.499, H41 1.098, H42 1.096
15 C -5.1580 0.7754 0.0243  C14 1.499, O16 1.413, H43 1.094, H44 1.099
16 O -5.4374 1.3623 -1.2304  C15 1.413, C17 1.414
17 C -6.8043 1.6562 -1.4416  O16 1.414, C18 1.515, H45 1.094, H46 1.092
18 C -7.1755 1.2540 -2.8544  C17 1.515, H47 1.089, H48 1.086, H49 1.088
19 O 0.5815 0.6122 -0.8189  P5 1.736, C11 1.394
20 H 6.0524 2.1660 -2.4351  C1 1.085
21 H 6.7152 3.4417 -1.4185  C1 1.090
22 H 6.3326 1.9008 -0.7026  C1 1.087
23 H 4.2766 2.7163 -0.1601  C2 1.087
24 H 4.6141 4.2016 -1.0034  C2 1.089
25 H 3.9190 2.1642 -2.9687  C3 1.089
26 H 3.2237 3.7308 -2.6430  C3 1.099
27 H 2.2003 2.3297 -0.6366  N4 1.009
28 H 0.8050 1.1496 -3.0655  P5 1.436
29 H 2.6729 0.3974 -3.2151  P5 1.454
30 H 2.8681 0.9960 0.9354  C7 1.089
31 H 3.4806 -0.5170 1.5796  C7 1.087
32 H 4.5892 0.5792 0.7816  C7 1.093
33 H 4.8187 -1.5966 -2.3892  C8 1.087
34 H 4.7989 0.1462 -2.5267  C8 1.092
35 H 5.6431 -0.6044 -1.1751  C8 1.089
36 H -0.1010 -2.0097 -1.1359  C10 1.095
37 H -0.8881 -1.6296 -2.6823  C10 1.094
38 H -1.1293 0.6635 -2.0382  C11 1.098
39 H -1.5035 -1.0196 0.3888  C12 1.093
40 H -1.3264 0.7387 0.5797  C12 1.093
41 H -3.3977 1.9333 0.2622  C14 1.098
42 H -3.5362 0.5017 1.3537  C14 1.096
43 H -5.4941 -0.2654 0.0526  C15 1.094
44 H -5.6982 1.3193 0.8121  C15 1.099
45 H -6.9668 2.7284 -1.2995  C17 1.094
46 H -7.4203 1.1002 -0.7311  C17 1.092
47 H -8.2084 1.5165 -3.0787  C18 1.089
48 H -6.5035 1.7346 -3.5586  C18 1.086
49 H -7.0681 0.1756 -2.9509  C18 1.088
50 C 1.0217 -4.5330 1.8153  S51 1.797, H54 1.088, H55 1.091, H56 1.090
51 S 0.0191 -4.4293 0.3278  C50 1.797, O52 1.488, C53 1.798
52 O -1.1475 -3.5702 0.6671  S51 1.488
53 C -0.5788 -6.1243 0.3833  S51 1.798, H57 1.091, H58 1.090, H59 1.088
54 H 1.4530 -3.5473 1.9787  C50 1.088
55 H 0.3926 -4.8144 2.6609  C50 1.091
56 H 1.8185 -5.2610 1.6626  C50 1.090
57 H -1.1055 -6.2943 1.3231  C53 1.091
58 H 0.2654 -6.8059 0.2793  C53 1.090
59 H -1.2581 -6.2553 -0.4558  C53 1.088
60 C 0.8705 0.7035 4.7895  S61 1.795, H64 1.088, H65 1.090, H66 1.090
61 S 0.3530 2.2471 4.0329  C60 1.795, O62 1.482, C63 1.802
62 O 1.2182 2.4646 2.8491  S61 1.482
63 C 0.9906 3.3181 5.3345  S61 1.802, H67 1.090, H68 1.091, H69 1.088
64 H 0.6011 -0.0964 4.1031  C60 1.088
65 H 1.9505 0.7193 4.9382  C60 1.090
66 H 0.3442 0.5705 5.7347  C60 1.090
67 H 2.0634 3.1572 5.4436  C63 1.090
68 H 0.4698 3.1034 6.2683  C63 1.091
69 H 0.8000 4.3462 5.0335  C63 1.088
70 C 3.8996 -4.2551 -3.7494  S71 1.797, H74 1.088, H75 1.091, H76 1.090
71 S 2.1456 -4.1907 -3.3643  C70 1.797, O72 1.496, C73 1.796
72 O 1.7568 -5.5732 -2.9461  S71 1.496
73 C 1.5928 -4.0012 -5.0629  S71 1.796, H77 1.091, H78 1.090, H79 1.088
74 H 4.4305 -4.4059 -2.8119  C70 1.088
75 H 4.0965 -5.0837 -4.4315  C70 1.091
76 H 4.2026 -3.3056 -4.1905  C70 1.090
77 H 1.9417 -4.8455 -5.6595  C73 1.091
78 H 1.9736 -3.0587 -5.4552  C73 1.090
79 H 0.5055 -3.9757 -5.0480  C73 1.088
80 C -5.2962 2.6925 4.9841  S81 1.799, H84 1.088, H85 1.090, H86 1.090
81 S -4.0906 1.8593 3.9397  C80 1.799, O82 1.485, C83 1.795
82 O -3.0220 1.3623 4.8438  S81 1.485
83 C -3.4585 3.3417 3.1487  S81 1.795, H87 1.090, H88 1.090, H89 1.089
84 H -5.7715 1.9356 5.6043  C80 1.088
85 H -4.7875 3.4226 5.6138  C80 1.090
86 H -6.0446 3.1779 4.3573  C80 1.090
87 H -3.0779 4.0219 3.9107  C83 1.090
88 H -4.2555 3.8106 2.5707  C83 1.090
89 H -2.6512 3.0395 2.4840  C83 1.089

Properties
HOMO-LUMO gap: 0.17672 hartree
Total charge: -1
Total energy: -101400.188 eV
Spin multiplicity: 1
Highest occupied orbital energy: -2.87 eV